No. 1
DFT (the ωB97M-V functional and the def2-TZVPD basis) results for 6 unconnected molecules or ions with the total composition C38H65ClI2N4O10PS at a distorted geometry.

The value obtained for the calculated total energy is -4253.189919 Eh. The total charge is +1.

CARTESIAN COORDINATES (ANGSTROEM)
C1 7.830 -1.008 -0.208
C2 6.393 -0.528 -0.095
C3 5.832 0.171 -1.348
I1 6.760 -0.395 -3.250
N1 4.389 0.231 -1.389
C4 3.777 1.183 -2.113
N2 3.888 2.470 -1.911
P1 4.763 3.259 -0.607
N3 3.950 4.346 0.120
N4 2.819 0.806 -3.050
C5 1.613 0.258 -2.342
I2 0.426 2.077 -1.968
C6 0.886 -0.517 -3.442
C7 -0.509 -1.018 -3.224
O1 -1.414 -0.477 -2.732
Cl1 -0.744 -2.650 -3.939
C8 2.048 -0.505 -1.041
C9 1.996 0.369 0.229
C10 2.527 -0.282 1.506
C11 2.314 0.716 2.705
C12 1.765 -0.008 3.898
O2 0.791 0.346 4.473
O3 2.435 -1.102 4.312
C13 1.240 -1.789 -0.719
C14 -0.097 -1.557 0.000
C15 -1.120 -2.703 -0.173
C16 -2.529 -2.162 -0.038
C17 -3.466 -2.266 -1.061
C18 -4.736 -1.716 -0.897
C19 -5.069 -1.056 0.281
C20 -4.147 -0.961 1.319
C21 -2.881 -1.513 1.155
C22 3.531 -0.973 -1.271
C23 3.674 -2.054 -2.355
S1 4.773 -3.437 -1.986
O4 5.524 -3.751 -3.160
O5 3.938 -4.464 -1.443
H1 7.930 -1.937 -0.759
H2 8.173 -1.226 0.801
H3 8.495 -0.243 -0.588
H4 5.739 -1.321 0.256
H5 6.389 0.236 0.682
H6 6.235 1.171 -1.278
H7 3.345 3.075 -2.519
H8 5.121 2.183 0.223
H9 5.936 3.767 -1.192
H10 3.010 4.484 -0.234
H11 3.191 0.124 -3.705
H12 0.826 0.159 -4.295
H13 1.491 -1.347 -3.798
H14 2.590 1.276 0.116
H15 0.987 0.711 0.420
H16 3.601 -0.441 1.413
H17 2.025 -1.209 1.758
H18 1.636 1.500 2.405
H19 3.277 1.149 2.955
H20 2.996 -1.453 3.612
H21 1.860 -2.416 -0.082
H22 1.020 -2.395 -1.595
H23 0.037 -1.452 1.072
H24 -0.569 -0.629 -0.313
H25 -0.977 -3.419 0.633
H26 -0.980 -3.221 -1.117
H27 -3.184 -2.761 -1.978
H28 -5.441 -1.790 -1.708
H29 -6.050 -0.620 0.396
H30 -4.367 -0.456 2.246
H31 -2.156 -1.436 1.952
H32 3.779 -1.469 -0.338
H33 2.752 -2.580 -2.571
H34 4.030 -1.688 -3.313
H35 5.637 -3.000 -1.033
C24 -8.818 -2.956 -3.863
C25 -8.082 -1.762 -3.310
O6 -7.708 -1.729 -2.158
C26 -7.843 -0.617 -4.256
H36 -8.929 -3.709 -3.085
H37 -9.806 -2.651 -4.212
H38 -8.261 -3.386 -4.698
H39 -8.801 -0.235 -4.608
H40 -7.245 -0.948 -5.108
H41 -7.312 0.179 -3.737
C27 -3.576 4.076 -0.810
C28 -2.420 5.041 -0.859
O7 -1.289 4.664 -1.085
C29 -2.727 6.495 -0.615
H42 -3.220 3.066 -1.000
H43 -4.046 4.107 0.174
H44 -4.316 4.341 -1.566
H45 -3.163 6.623 0.376
H46 -3.432 6.857 -1.364
H47 -1.811 7.077 -0.679
C30 -11.684 -1.006 -1.661
C31 -11.987 -0.368 -2.995
O8 -11.101 0.017 -3.725
C32 -13.439 -0.233 -3.378
H48 -10.607 -1.043 -1.509
H49 -12.138 -0.424 -0.858
H50 -12.083 -2.022 -1.634
H51 -13.964 0.380 -2.643
H52 -13.908 -1.217 -3.420
H53 -13.515 0.239 -4.354
C33 3.859 4.604 5.483
C34 3.907 4.281 4.011
O9 3.100 3.535 3.499
C35 5.008 4.918 3.198
H54 3.025 4.079 5.943
H55 4.787 4.292 5.964
H56 3.727 5.677 5.625
H57 5.978 4.606 3.590
H58 4.936 6.005 3.244
H59 4.900 4.600 2.160
C36 6.089 -3.834 7.608
C37 5.663 -3.230 6.294
O10 6.470 -2.872 5.466
C38 4.181 -3.088 6.048
H60 7.174 -3.876 7.654
H61 5.721 -3.225 8.436
H62 5.688 -4.844 7.703
H63 3.731 -2.444 6.804
H64 3.700 -4.067 6.072
H65 4.033 -2.644 5.075

Cartesian forces, eV/Å:
C -0.07 -0.23 0.73
C 0.05 0.20 -0.36
C 0.88 0.08 0.75
I -0.32 -0.08 0.07
N 0.10 -0.41 -0.73
C -0.62 0.16 -0.58
N 1.56 -0.13 0.30
P -0.94 1.41 1.02
N -0.05 -0.45 -0.98
N -0.36 -0.06 0.46
C -0.68 0.86 -0.12
I -0.17 -0.03 0.15
C 0.60 -0.03 -0.25
C 0.37 -0.95 -0.46
O -0.86 0.79 0.65
Cl 0.14 0.03 -0.08
C 0.09 -0.59 0.08
C 0.63 -0.06 0.22
C -0.01 0.95 0.50
C 0.52 -1.01 -0.94
C -0.02 0.51 -0.35
O -0.71 0.21 0.65
O 0.08 -0.48 0.02
C -0.64 0.19 0.12
C -0.28 -0.21 -0.03
C -0.17 0.47 0.26
C 0.00 0.03 0.25
C 0.03 0.24 0.60
C 0.39 0.02 0.01
C -0.01 -0.07 0.03
C 0.49 -0.23 -0.41
C -0.24 -0.11 -0.49
C -0.55 -0.63 0.14
C 0.73 0.39 -0.39
S -0.52 -1.03 -0.90
O 0.35 0.41 -0.07
O -0.05 0.19 0.81
H 0.05 0.02 -0.37
H 0.07 -0.06 0.11
H 0.06 0.06 -0.31
H -0.02 -0.15 -0.03
H -0.28 0.08 0.18
H -0.19 0.29 -0.24
H -0.09 -0.12 -0.15
H 0.22 -0.20 -0.37
H 0.15 -0.63 -0.18
H -0.15 0.30 0.46
H 0.15 -0.14 0.17
H -0.16 0.13 -0.10
H 0.14 -0.18 0.14
H -0.12 0.22 -0.13
H -0.19 -0.08 -0.14
H 0.11 -0.36 0.01
H 0.00 -0.32 -0.32
H -0.12 0.24 0.25
H -0.03 0.28 0.17
H 0.21 0.16 0.07
H 0.16 -0.20 -0.02
H 0.15 0.04 -0.28
H 0.26 0.22 0.16
H -0.02 0.12 -0.28
H 0.21 -0.30 -0.05
H -0.09 -0.07 -0.17
H -0.07 -0.07 -0.16
H -0.23 0.04 0.05
H -0.11 -0.02 -0.07
H -0.24 0.07 0.07
H 0.07 0.00 0.16
H 0.28 0.20 0.23
H -0.22 -0.09 0.29
H 0.21 0.20 -0.04
H -0.15 0.17 0.04
C 0.00 -0.08 0.25
C -0.04 0.03 -0.03
O -0.06 0.01 -0.01
C 0.13 0.12 0.14
H 0.01 0.00 0.01
H 0.05 0.03 -0.14
H -0.09 0.06 -0.10
H 0.01 -0.05 -0.09
H -0.11 -0.03 -0.07
H 0.00 -0.01 0.02
C 0.23 -0.15 -0.06
C -0.11 -0.05 0.02
O 0.20 -0.08 -0.10
C 0.28 0.00 -0.03
H 0.00 0.00 0.00
H -0.11 0.08 -0.05
H -0.09 0.06 0.10
H -0.14 0.01 -0.05
H -0.11 -0.01 0.09
H 0.00 0.00 0.00
C 0.24 0.05 -0.11
C -0.02 -0.01 0.07
O 0.03 -0.05 -0.05
C 0.12 0.11 -0.20
H 0.00 0.00 0.00
H -0.11 -0.09 0.02
H -0.12 0.04 0.08
H -0.06 -0.11 0.06
H -0.06 0.02 0.13
H 0.01 0.00 0.00
C -0.23 -0.16 -0.05
C 0.00 0.07 0.06
O 0.08 -0.04 -0.01
C -0.08 -0.27 -0.18
H 0.00 0.00 -0.01
H 0.05 0.14 0.00
H 0.14 0.02 0.03
H 0.01 0.16 0.07
H 0.10 0.00 0.10
H 0.03 0.15 0.21
C 0.22 0.06 -0.13
C 0.01 -0.01 0.00
O -0.01 0.02 -0.03
C 0.22 -0.09 0.00
H 0.00 0.00 -0.01
H -0.11 -0.09 0.03
H -0.11 0.04 0.09
H -0.09 -0.10 0.04
H -0.06 0.03 0.15
H 0.00 0.02 -0.07

No. 2
DFT (the ωB97M-V functional and the def2-TZVPD basis) results for a single C18H19BClNO4 molecule at a distorted geometry.

The value obtained for the calculated total energy is -1538.148193 Eh. The total charge is 0. As for the SMILES: O=C(Cc1ccccc1)N[C@@H](C[C@H]1COc2c(Cl)cccc21)B(O)O.

CARTESIAN COORDINATES (ANGSTROEM)
O1 0.408 -0.947 2.584
Cl1 -2.210 6.180 -1.578
O2 -1.319 -2.117 -1.944
O3 0.550 -2.946 -0.750
O4 -1.209 3.582 -0.123
B1 -0.349 -1.970 -0.962
C1 1.129 -0.377 1.804
C2 3.812 -4.082 0.882
C3 4.244 -2.969 0.143
C4 3.208 -3.870 2.099
C5 -4.608 3.070 -2.325
C6 -4.043 4.323 -2.372
C7 3.984 -1.699 0.504
C8 2.928 -2.587 2.451
C9 -4.131 2.018 -1.614
C10 -2.956 4.593 -1.584
C11 -2.387 3.503 -0.891
C12 3.236 -1.488 1.730
C13 -2.960 2.201 -0.913
N1 0.729 -0.122 0.488
C14 2.598 -0.186 2.036
C15 -1.057 2.384 0.535
C16 -1.237 0.236 -0.852
C17 -2.009 1.312 -0.110
C18 -0.445 -0.688 -0.007
H1 -1.156 -2.919 -2.461
H2 1.128 -2.803 0.004
H3 4.098 -5.065 0.657
H4 4.883 -3.259 -0.686
H5 3.073 -4.717 2.678
H6 -5.554 2.927 -2.810
H7 -4.395 5.190 -2.888
H8 4.162 -0.803 -0.071
H9 2.572 -2.474 3.457
H10 -4.611 1.030 -1.594
H11 1.495 -0.037 -0.207
H12 2.820 0.184 3.059
H13 2.990 0.552 1.307
H14 -0.006 2.197 0.416
H15 -1.259 2.510 1.627
H16 -0.611 0.760 -1.545
H17 -1.861 -0.314 -1.561
H18 -2.658 0.787 0.639
H19 -1.013 -1.098 0.748

Cartesian forces, eV/Å:
O -0.51 0.34 0.72
Cl -0.24 -0.60 0.11
O 1.00 -0.71 0.11
O 0.46 -0.74 -0.33
O -2.48 1.90 -2.16
B -0.32 0.09 0.24
C -0.19 -0.71 -1.70
C 0.26 1.66 0.71
C 0.97 -2.48 -1.00
C 0.93 0.11 -2.27
C -1.95 0.50 -1.10
C 0.32 0.58 0.63
C -2.13 1.70 2.19
C -0.31 -0.27 2.72
C 0.91 -1.65 0.87
C 1.81 -0.92 0.79
C 0.46 0.03 0.52
C 1.07 -0.39 -2.73
C 2.13 1.74 0.32
N 2.96 0.18 1.00
C 1.00 1.77 0.12
C -0.25 -1.49 1.55
C -1.63 1.74 -0.89
C -1.06 -0.08 1.02
C -0.66 -1.01 -3.45
H -0.12 0.01 0.13
H 0.18 0.03 0.10
H 0.35 -1.13 -0.80
H -0.19 0.62 -0.34
H -0.70 -1.16 1.47
H -0.24 0.02 -0.47
H -0.75 -0.07 -0.57
H 0.56 -0.15 -0.34
H -0.71 0.40 0.26
H 0.05 0.59 -0.19
H -0.73 0.16 0.96
H -0.32 -0.31 -0.53
H -0.18 -0.11 0.54
H 0.35 -0.83 0.16
H -0.01 -0.05 -0.65
H 0.98 0.41 -0.48
H -0.42 0.28 0.66
H 0.76 0.47 -0.13
H -1.39 -0.46 2.23

No. 3
DFT (the ωB97M-V functional and the def2-TZVPD basis) results for a single C5H13N3 molecule at a distorted geometry.

The value obtained for the calculated total energy is -362.484143 Eh. The total charge is 0. The relative energy (zero: lowest compared OMol25 entry of this formula, charge and spin) comes out at 257.65 kJ/mol.

CARTESIAN COORDINATES (ANGSTROEM)
C1 0.662 -0.651 0.163
C2 -0.110 1.716 -0.182
C3 2.158 -0.500 -0.119
C4 0.371 -0.574 1.662
N1 -0.132 0.319 -0.635
C5 -1.628 -0.235 -1.304
N2 -2.628 -0.203 -0.351
N3 -1.417 -0.366 -2.493
H1 0.346 -1.631 -0.209
H2 -3.448 -0.718 -0.649
H3 -2.317 -0.463 0.575
H4 -0.033 0.166 -1.805
H5 -0.677 1.827 0.742
H6 0.910 2.073 -0.029
H7 -0.580 2.326 -0.953
H8 0.854 -1.408 2.172
H9 2.358 -0.577 -1.187
H10 2.536 0.460 0.237
H11 2.716 -1.284 0.394
H12 0.755 0.350 2.094
H13 -0.696 -0.628 1.877

Cartesian forces, eV/Å:
C 0.05 0.04 -0.08
C 0.04 -0.15 -0.13
C -0.16 0.02 0.03
C -0.01 0.06 -0.21
N 0.38 -0.20 -1.44
C 0.21 0.05 -1.65
N -0.02 -0.07 0.40
N -0.77 -0.25 0.83
H 0.00 0.03 0.01
H 0.10 0.07 0.04
H -0.18 -0.05 -0.09
H 0.39 0.47 2.22
H 0.03 -0.01 -0.01
H -0.02 -0.01 0.03
H -0.03 -0.03 0.02
H -0.01 0.02 -0.02
H 0.00 -0.01 0.01
H 0.00 0.01 0.01
H -0.01 0.00 0.00
H 0.02 0.01 0.01
H -0.01 -0.02 0.04

No. 4
DFT (the ωB97M-V functional and the def2-TZVPD basis) results for a single C6H8N2O molecule at a distorted geometry.

The value obtained for the calculated total energy is -418.051380 Eh. The total charge is 0. The relative energy (zero: lowest compared OMol25 entry of this formula, charge and spin) comes out at 346.32 kJ/mol. As for the SMILES: C=C1C=NO[C@@]12C[C@@H]2N.

CARTESIAN COORDINATES (ANGSTROEM)
C1 -1.379 0.293 -0.282
C2 -1.124 0.552 1.172
C3 -0.106 -0.267 0.401
C4 1.913 -1.041 -0.210
C5 1.222 0.240 -0.106
C6 1.916 1.385 -0.226
H1 -2.360 -1.502 -0.374
H2 -2.413 -0.765 -1.745
H3 -1.217 1.224 -0.852
H4 -0.916 1.594 1.420
H5 -1.732 0.028 1.916
H6 2.963 -1.142 -0.514
H7 2.947 1.354 -0.529
H8 1.494 2.360 -0.040
N1 -2.428 -0.591 -0.727
N2 1.262 -2.092 0.154
O1 -0.042 -1.630 0.543

Cartesian forces, eV/Å:
C 0.10 -0.02 0.08
C -0.36 -0.47 0.24
C -0.01 3.08 -1.50
C 0.67 -1.12 -0.19
C 0.54 -0.94 1.29
C -1.20 -0.28 0.05
H 0.33 -1.35 1.20
H 0.20 0.65 0.68
H -0.21 -0.90 -0.19
H 0.30 -0.37 0.11
H 0.27 0.04 -0.31
H -0.56 -0.11 0.10
H 0.17 -0.07 -0.14
H -0.14 0.11 0.05
N -0.25 1.42 -1.60
N -0.36 1.64 -0.19
O 0.53 -1.32 0.34